# 1
The following is a quantum chemistry calculation of C24H34BiBrN3O2SbSe4Si as an isolated structure, from the Open Molecules 2025 dataset.

Structure (XYZ):
```
71
Properties=species:S:1:pos:R:3:forces:R:3:mulliken_charge:R:1
Bi 0.154191 -3.559436 -4.306306 0.054 0.591 0.589 0.884
O 0.260482 -2.797820 2.993305 -0.005 -0.031 -0.027 -0.587
N -0.790087 -3.118149 2.477392 0.113 0.139 0.023 1.141
O -1.751922 -3.588678 3.032731 -0.064 0.023 0.009 -0.617
C -0.911512 -2.892680 1.023534 0.037 -0.185 -0.042 1.198
C -2.084293 -2.416541 0.574848 -0.007 0.128 -0.080 -1.518
C -2.281663 -2.204719 -0.827515 -0.101 0.071 0.068 1.593
C -3.469809 -1.675759 -1.361168 0.042 0.000 0.072 -0.503
C -3.591829 -1.509304 -2.718596 0.062 0.025 -0.058 -0.852
C -2.537067 -1.897901 -3.542806 -0.071 0.004 -0.014 -0.282
N -1.422446 -2.425454 -3.051767 0.100 -0.110 0.006 -0.624
C -1.276133 -2.574200 -1.714180 0.078 -0.045 -0.059 -0.354
C -0.045976 -3.125050 -1.218868 -0.050 0.044 -0.071 0.037
N 0.890523 -3.494975 -2.126662 -0.050 0.065 -0.124 -0.542
C 2.080594 -3.922433 -1.725279 0.028 -0.064 0.038 -0.330
C 2.389517 -4.041519 -0.373774 0.003 -0.019 -0.075 -0.981
C 1.437805 -3.728322 0.565550 -0.061 0.023 0.027 -0.429
C 0.178723 -3.245873 0.152628 0.074 0.072 0.153 0.515
H -2.877577 -2.183558 1.273226 -0.008 -0.027 0.004 0.661
H -4.281688 -1.410750 -0.695373 0.011 0.043 -0.004 0.571
H -4.484929 -1.092820 -3.160816 0.001 0.007 -0.005 0.512
H -2.603754 -1.789499 -4.618426 -0.012 -0.013 -0.003 0.502
H 2.801355 -4.185734 -2.489708 0.001 -0.016 0.001 0.492
H 3.368761 -4.391869 -0.081715 0.004 0.006 -0.002 0.541
H 1.656405 -3.833008 1.617954 0.000 0.015 0.000 0.641
C -2.024859 3.008745 0.130436 -0.025 0.089 -0.050 -1.879
C -0.600425 3.421337 -0.266868 0.047 -0.155 0.073 2.342
C -0.558402 3.461353 -1.802045 -0.041 0.122 0.016 -1.703
C -0.332240 4.832451 0.288411 -0.045 -0.004 -0.069 -1.666
Si 0.670173 2.194543 0.469793 -0.040 0.000 -0.042 -0.825
Br 0.478230 0.317418 -0.913818 -0.057 -0.150 -0.055 -0.382
C 2.498309 2.713315 0.261465 -0.109 -0.185 0.103 2.370
C 2.877670 3.655843 1.418886 0.061 0.050 -0.103 -1.746
C 3.453798 1.507972 0.275962 0.081 0.081 -0.031 -1.803
C 2.718346 3.435088 -1.074728 0.088 0.029 0.048 -1.977
C 0.207099 1.498124 2.199157 0.037 0.024 -0.014 2.499
C -1.085751 0.665035 2.193389 0.009 -0.012 0.017 -1.802
C 1.323758 0.576773 2.714325 -0.009 0.027 0.035 -2.088
C 0.022466 2.650340 3.204420 -0.005 -0.017 -0.026 -1.747
H -2.737022 3.675038 -0.365127 0.002 0.002 -0.013 0.651
H -2.198438 3.096612 1.201311 -0.011 0.006 0.012 0.321
H -2.255416 1.986277 -0.181006 0.003 -0.008 0.011 0.219
H -1.310415 4.176464 -2.149189 0.001 0.007 0.003 0.523
H -0.798377 2.491523 -2.238248 -0.006 -0.005 0.002 0.262
H 0.400739 3.784684 -2.197552 0.013 -0.014 -0.006 0.323
H -1.108235 5.512331 -0.074773 -0.011 -0.005 0.002 0.535
H 0.624816 5.234824 -0.040343 0.007 0.003 0.001 0.284
H -0.357021 4.865392 1.378244 0.003 0.005 0.012 0.307
H 2.897289 3.140068 2.378043 0.003 -0.007 0.014 0.338
H 2.207201 4.512360 1.504218 -0.004 0.005 0.009 0.305
H 3.882531 4.050109 1.243375 0.008 -0.010 -0.006 0.535
H 3.409140 0.931569 1.196139 -0.012 -0.014 0.007 0.304
H 4.478263 1.878174 0.174671 0.003 0.012 0.001 0.528
H 3.264246 0.835176 -0.560685 0.004 0.004 -0.010 0.345
H 2.170156 4.372239 -1.147187 -0.010 0.001 -0.006 0.339
H 2.452737 2.805534 -1.926307 -0.020 0.001 -0.001 0.334
H 3.780670 3.679103 -1.166017 0.006 -0.008 -0.004 0.580
H -1.085026 -0.074520 1.391655 0.017 -0.003 0.009 -0.013
H -1.980806 1.272693 2.094214 -0.014 0.011 -0.015 0.276
H -1.158863 0.135309 3.149084 -0.007 0.001 0.004 0.659
H 1.521667 -0.251523 2.028796 -0.002 -0.005 -0.003 0.299
H 1.016516 0.148361 3.672639 -0.003 -0.010 -0.002 0.597
H 2.255508 1.111653 2.887359 0.012 0.004 0.005 0.394
H -0.785877 3.322691 2.916475 -0.029 -0.011 0.016 0.331
H 0.925656 3.245824 3.329117 0.010 0.010 0.006 0.329
H -0.232535 2.235045 4.183620 0.005 -0.007 0.001 0.526
Se -0.132383 -8.549047 -1.624157 0.080 -0.179 -0.010 -0.064
Sb -2.047307 -7.073583 -2.063140 0.247 0.568 -0.208 0.868
Se -3.963867 -8.072572 -3.228081 -0.059 -0.151 -0.115 -0.033
Se -2.537353 -5.602702 -0.325911 -0.116 -0.033 0.274 -0.219
Se -1.054037 -5.707391 -4.238233 -0.290 -0.817 -0.322 -0.245
```
Forces are in eV/Å.

Output
E (Ha): -14173.1928
Largest force on an atom (Eh/bohr): 0.01798
Highest occupied orbital energy (spin up / spin down) (eV): -13.472 / -13.472
Lowest unoccupied orbital energy (spin up / spin down) (eV): -8.60 / -8.67
Charge: +2

***

# 2
The following is a quantum chemistry calculation of a 3-piece molecular cluster, C16H24Br2NO4 overall, from the Open Molecules 2025 dataset.

Structure (XYZ):
```
47
Properties=species:S:1:pos:R:3:forces:R:3:mulliken_charge:R:1
C -2.428584 -0.374442 5.272549 0.028 -0.067 0.199 -0.645
C -1.905951 0.172687 4.155996 -0.036 0.439 -0.342 -0.234
C -2.278582 -0.214359 2.726687 -0.667 1.477 0.972 -0.832
N -1.421337 -1.435740 2.398631 0.132 1.362 1.758 0.488
C -0.013331 -0.999889 2.112769 0.790 0.088 -0.839 -0.405
C 0.986868 -1.930895 1.958316 -0.340 -0.063 0.690 -0.605
C -2.059378 -2.119889 1.269574 0.982 0.510 -0.463 -0.495
Br -1.871136 -1.198874 -0.415139 -0.027 -0.396 1.029 -0.031
C -2.697597 -3.256574 1.407636 -0.801 -1.489 -0.439 0.863
C -3.410618 -3.978104 0.268554 -0.354 0.544 0.145 -1.248
Br -2.796284 -4.154953 3.120407 0.121 0.533 -0.769 -0.128
H -3.506363 -0.468335 5.472969 0.439 -1.349 -0.743 0.287
H -1.735205 -0.688780 6.068140 -0.558 1.477 0.373 0.270
H -1.174493 0.989620 4.293386 0.835 -1.382 -0.280 0.362
H -3.344209 -0.466360 2.605910 0.483 -0.188 0.037 0.425
H -1.993074 0.559481 1.999064 -0.205 -0.359 0.186 0.510
H -1.397080 -1.983490 3.274822 -0.468 -0.551 -0.450 0.455
H 0.146805 0.087711 2.110231 -0.582 -0.446 -1.820 0.407
H 1.362467 -2.465969 2.852973 -1.450 -1.436 -0.873 0.255
H 1.471248 -2.131882 0.993692 1.192 1.591 0.816 0.207
H -4.423962 -4.254173 0.610393 0.582 -0.233 -0.112 0.376
H -2.842675 -4.846091 -0.098563 -0.248 0.158 0.433 0.301
H -3.565147 -3.308734 -0.594436 0.235 -0.180 0.467 0.386
O 1.726382 0.708680 0.219907 -0.001 -0.368 0.354 -0.547
C 2.599008 0.147007 -0.389122 -0.005 0.522 -0.288 0.464
O 3.590844 -0.550803 0.213168 -0.325 0.053 0.059 -0.386
C 4.532808 -1.008050 -0.776895 0.323 -0.190 -0.228 -0.441
C 3.761632 -1.014347 -2.083567 -0.025 -0.025 -0.238 -0.632
C 2.788965 0.140806 -1.887890 0.164 -0.554 0.000 -0.064
H 5.378629 -0.317910 -0.795436 -0.056 0.024 0.036 0.277
H 4.893635 -1.998301 -0.505127 -0.058 0.090 0.230 0.346
H 4.399003 -0.910484 -2.959691 0.027 0.009 0.069 0.339
H 3.205672 -1.949934 -2.182411 0.061 0.004 -0.002 0.271
H 3.219917 1.094556 -2.195005 -0.199 0.061 -0.015 0.195
H 1.846489 -0.032400 -2.400692 -0.030 0.377 0.011 0.197
O 1.215192 1.826931 -4.489423 0.232 0.062 0.303 -0.574
C 0.689766 2.655032 -3.801999 -0.195 -0.383 -0.318 0.497
O 1.208104 3.081988 -2.622213 0.002 -0.042 -0.167 -0.292
C 0.289972 3.989661 -1.989998 -0.095 0.242 0.203 -0.381
C -0.581659 4.522215 -3.113327 -0.229 0.145 -0.080 -0.499
C -0.633499 3.338006 -4.068543 0.117 0.553 0.178 -0.385
H -0.285011 3.437030 -1.242436 0.035 -0.035 -0.024 0.187
H 0.847149 4.780442 -1.491356 0.156 -0.174 0.009 0.332
H -1.560281 4.860136 -2.775378 0.052 -0.022 0.061 0.328
H -0.085606 5.364307 -3.599810 -0.013 -0.020 0.046 0.268
H -1.443359 2.649060 -3.821419 0.028 -0.053 -0.120 0.223
H -0.706133 3.654405 -5.105898 -0.051 -0.314 -0.052 0.305
```
Forces are in eV/Å.

Output
E (Ha): -6127.3715
Largest force on an atom (Eh/bohr): 0.04332
Highest occupied orbital energy (eV): -12.115
Lowest unoccupied orbital energy (eV): -4.34
Charge: +1